DFT (ωB97M-V/def2-TZVPD) results for 11 unconnected molecules or ions with the total composition C32H82BN14O18 at a distorted geometry.

Molecular weight, Da: 961.9
Energy above the lowest of the compared OMol25 structures with the same formula, charge and spin, eV: 5.265
Net charge: -1
LUMO, eV: 1.8
Frontier orbital gap, hartree: 0.299

Atoms and positions in Å:
H (-0.23, -9.93, -0.58)
C (-0.15, 0.87, 1.19)
O (-1.68, -4.58, 2.27)
N (-1.05, -2.95, -3.01)
O (-2.20, -0.20, 1.63)
C (-1.67, -3.47, 1.77)
H (2.02, 1.33, -1.76)
H (4.01, -2.60, 0.40)
N (3.59, 1.65, -0.49)
N (-4.97, 1.01, 1.08)
H (-3.28, 1.24, -4.73)
O (-2.33, -3.97, -0.61)
H (3.16, 2.61, -3.72)
C (2.85, 6.37, -1.71)
O (0.66, 1.80, 1.21)
H (-4.36, -4.22, -3.08)
H (2.51, 5.71, 0.87)
H (2.97, 1.47, 4.75)
H (-0.71, 5.24, 2.00)
H (1.52, 4.40, 0.55)
H (1.48, 1.88, 6.73)
N (1.55, -7.34, -0.62)
H (1.20, 3.53, 6.27)
H (-6.43, 1.34, -1.57)
C (-3.27, -7.55, 0.10)
O (-1.61, -1.90, -0.05)
H (1.23, -5.18, 2.08)
O (-1.99, 4.98, -1.72)
H (-5.71, 0.54, 1.57)
H (3.71, 3.88, 4.66)
H (1.04, -4.63, 0.56)
C (1.59, -3.49, 4.80)
H (1.86, -4.22, 5.56)
H (2.82, 2.16, -0.08)
H (-3.63, 3.83, 0.51)
N (-2.28, 0.37, -1.94)
H (3.44, -3.89, -0.62)
H (3.16, -2.43, 2.95)
H (-0.04, -5.91, -2.75)
O (3.09, 3.14, 6.97)
H (0.83, -9.99, -1.80)
O (-1.56, -0.32, -3.88)
H (2.26, 4.31, 3.79)
C (3.15, -3.24, 0.21)
C (-1.80, 5.21, 2.00)
N (-3.53, 4.84, 0.46)
O (1.89, 5.59, -1.07)
H (-4.14, -8.05, -0.33)
N (-0.58, -5.07, -2.62)
O (-4.26, 2.20, -0.81)
C (2.22, 2.26, 4.76)
H (4.91, 0.30, -2.33)
C (-2.30, 0.33, -3.26)
C (1.95, 2.74, 6.24)
O (-1.21, -2.29, 2.19)
H (1.21, -0.99, -1.70)
H (-0.07, -7.71, -1.87)
H (-3.06, 0.87, -1.53)
H (-1.42, -5.16, -2.06)
H (3.72, 0.22, -3.62)
H (-3.42, -7.76, 1.16)
C (-1.47, 4.20, -2.77)
O (0.02, -0.38, 0.92)
C (-5.05, 1.60, -0.13)
C (2.43, -3.15, 2.59)
N (1.72, -5.00, 1.21)
H (-1.91, 4.17, 2.32)
H (-2.14, 6.35, 0.21)
H (0.57, 1.01, 4.48)
H (1.78, -2.50, 5.20)
H (3.78, 5.81, -1.81)
N (-6.21, 1.29, -0.59)
O (3.29, -0.95, -1.93)
H (4.08, 7.12, -3.93)
N (1.01, 7.61, -2.86)
N (0.87, 1.95, 4.25)
C (2.88, 3.60, 8.31)
C (3.84, 0.22, -2.53)
C (3.11, 1.38, -1.88)
H (-4.62, -3.85, -1.39)
C (2.90, 3.47, 4.05)
C (-0.77, -7.64, 0.10)
H (0.46, 7.08, -2.20)
H (-3.74, 4.89, -0.53)
H (1.48, -6.62, 0.09)
H (2.93, 8.06, -4.82)
H (-3.78, 1.77, -3.20)
O (-5.50, -1.53, -2.00)
H (-0.70, 4.72, -3.34)
B (-1.21, -1.21, 1.19)
H (0.50, 7.54, -3.73)
H (3.76, -4.46, 1.79)
H (2.49, 3.47, -2.38)
C (-1.62, 0.97, 1.61)
H (-4.64, -3.04, -4.49)
C (3.23, 7.79, -3.81)
H (-2.36, 5.91, 2.61)
H (1.41, -2.83, 2.39)
C (0.74, -9.50, -0.83)
C (-2.19, 5.31, 0.55)
N (-4.74, -3.61, -2.37)
H (2.40, -2.50, -0.05)
H (2.11, 6.04, -3.73)
C (2.83, -4.03, 1.42)
H (-1.07, -2.09, -3.54)
H (-1.05, 3.22, -2.53)
H (3.91, 3.92, 8.47)
H (3.51, 8.70, -3.27)
H (-1.73, -3.13, -2.28)
H (1.44, -9.85, -0.08)
N (-3.15, 1.19, -3.73)
H (-0.51, -8.09, 1.06)
H (-3.55, -6.51, -0.08)
H (1.00, 2.02, 3.25)
H (-0.43, 4.69, -0.43)
H (2.96, 7.27, -1.10)
H (3.59, 0.82, 0.08)
H (2.63, 2.70, 8.86)
O (-2.29, 1.92, 1.91)
C (-5.07, -2.38, -2.74)
H (4.24, 3.06, -2.44)
H (-4.05, 1.07, 1.49)
C (-1.50, 4.47, -0.47)
H (-2.12, 4.09, -3.64)
H (-1.65, 3.40, -0.33)
H (-0.92, -6.60, 0.40)
H (-1.66, -0.26, -1.45)
H (3.26, 4.44, -0.11)
O (0.74, -3.83, -4.02)
C (1.96, -1.27, -2.44)
C (2.33, 4.96, 0.10)
H (3.43, 3.06, 3.19)
H (-6.68, 0.65, 0.03)
C (2.23, 6.87, -3.02)
H (2.22, 4.43, 8.60)
H (-5.45, -1.45, -4.52)
H (2.12, -7.93, -0.02)
H (0.52, -3.41, 4.63)
C (-1.93, -3.17, 0.24)
H (1.71, -0.71, -3.34)
O (-2.02, -8.10, -0.41)
N (-5.16, -2.30, -4.06)
O (2.42, -3.98, 3.72)
H (1.84, -2.35, -2.57)
C (3.23, 2.71, -2.64)
C (-0.21, -3.94, -3.24)
C (0.31, -7.99, -0.89)


DFT (ωB97M-V/def2-TZVPD) results for a molecular structure, C20H42MnOP2Si at a distorted geometry.

Molecular weight, Da: 443.5
Spin multiplicity: 4
Expectation value of S²: 4.018
LUMO (alpha / beta), eV: -0.2 / 0.5
Frontier orbital gap (alpha / beta), hartree: 0.246 / 0.301

Atoms and positions in Å:
C (0.42, 2.94, 3.68)
H (3.01, -0.89, 1.67)
H (0.91, -3.47, -0.74)
H (-2.83, -0.06, -3.11)
H (1.62, 1.45, 2.72)
P (-2.39, 0.12, -0.72)
H (0.62, -1.90, 1.24)
Mn (0.09, -0.14, -0.68)
H (0.29, 3.39, -4.31)
H (-4.23, 1.80, -0.56)
H (2.16, -0.58, 3.65)
C (-3.13, 1.82, -0.58)
C (3.30, -1.26, -2.15)
H (2.58, -2.37, 0.77)
H (1.05, -1.30, 4.83)
C (-0.35, 0.94, -4.70)
P (2.56, -0.42, -0.67)
C (-1.49, 0.93, 4.04)
C (-1.02, -1.87, 3.24)
H (0.06, 3.20, -2.55)
H (-2.66, 2.45, 5.02)
H (-0.68, -2.88, 2.92)
Si (-0.17, -2.53, -1.26)
H (1.63, 1.00, -3.84)
C (3.17, -1.44, 0.73)
C (1.30, -1.26, 3.75)
H (1.71, 3.22, -3.24)
H (-2.75, 2.30, 0.34)
O (0.22, 0.77, -2.37)
H (-1.19, 1.65, -4.78)
H (-2.25, 0.18, 4.21)
H (4.71, 0.86, -0.55)
H (-2.79, 2.43, -1.44)
H (-2.87, -1.81, 0.67)
C (0.67, 1.65, 3.21)
H (-1.09, -2.38, -3.62)
C (0.61, 1.36, -3.58)
C (-0.77, 3.22, 4.34)
C (-3.26, -0.53, -2.22)
H (0.18, 0.89, -5.66)
H (3.37, 1.63, 0.39)
H (-1.98, -1.70, 2.76)
H (1.17, 3.71, 3.55)
H (1.63, -2.28, 3.44)
H (-0.96, 4.22, 4.71)
H (-1.21, -1.92, 4.34)
H (-0.17, -3.90, -3.41)
C (3.63, 1.10, -0.55)
C (0.07, -0.80, 2.92)
H (2.95, -2.30, -2.17)
C (-3.22, -0.77, 0.67)
H (-1.43, -3.21, -0.76)
H (-0.76, -0.06, -4.48)
H (-2.92, -0.30, 1.62)
H (-3.08, -1.62, -2.28)
H (0.69, -2.35, -3.64)
C (0.46, -0.82, 1.41)
C (0.67, 2.89, -3.41)
C (-0.19, -2.82, -3.16)
C (-0.28, 0.62, 3.39)
C (-1.73, 2.22, 4.51)
H (4.25, -1.68, 0.62)
H (3.40, 1.77, -1.40)
H (-4.32, -0.75, 0.57)
H (4.40, -1.23, -2.12)
H (-4.35, -0.34, -2.18)
H (2.94, -0.76, -3.06)


DFT (ωB97M-V/def2-TZVPD) results for a molecular structure, C23H33I2N3O4PPtS2Si at a distorted geometry.

Molecular weight, Da: 987.6
Spin multiplicity: 3
Net charge: -1
Expectation value of S²: 2.007
LUMO (alpha / beta), eV: 2.1 / 2.1
Frontier orbital gap (alpha / beta), hartree: 0.231 / 0.244

Atoms and positions in Å:
C (8.14, 7.66, 17.24)
H (12.75, 9.85, 16.89)
N (8.21, 11.01, 13.38)
H (10.32, 13.27, 12.44)
H (12.74, 8.07, 9.58)
H (11.05, 7.28, 14.20)
H (8.54, 4.77, 9.82)
C (11.85, 9.59, 8.31)
N (8.95, 9.10, 15.41)
P (9.62, 9.08, 9.96)
H (7.37, 7.42, 11.03)
H (12.39, 8.58, 6.54)
C (12.93, 9.08, 9.23)
H (14.20, 10.16, 12.77)
O (7.83, 7.50, 13.55)
C (8.27, 7.99, 15.85)
Pt (9.44, 9.21, 13.24)
H (13.10, 9.72, 10.10)
H (11.53, 7.59, 15.87)
H (8.17, 14.30, 12.56)
C (11.51, 8.66, 7.18)
H (12.66, 6.86, 14.73)
H (13.51, 8.63, 12.26)
I (7.06, 5.99, 19.59)
H (12.11, 10.59, 7.94)
H (8.78, 8.24, 19.23)
C (7.12, 7.19, 10.00)
C (13.38, 9.98, 16.02)
H (13.63, 11.03, 15.94)
C (9.53, 9.90, 16.36)
H (14.29, 9.41, 16.17)
H (4.92, 11.66, 13.74)
H (6.06, 4.98, 16.93)
C (6.87, 10.84, 13.61)
C (6.68, 5.80, 16.60)
Si (12.55, 9.34, 14.44)
I (5.89, 5.06, 13.74)
H (6.57, 9.82, 13.83)
O (10.61, 9.92, 9.07)
S (10.68, 8.15, 11.46)
S (8.20, 10.35, 10.37)
H (14.76, 8.65, 13.51)
N (9.96, 12.38, 12.76)
C (9.48, 9.61, 17.72)
H (10.68, 9.00, 6.57)
C (5.95, 11.88, 13.51)
C (8.32, 6.77, 9.19)
H (10.01, 10.24, 18.41)
C (9.12, 5.69, 9.86)
C (6.83, 6.11, 15.24)
C (7.65, 7.20, 14.83)
C (8.66, 12.24, 12.99)
H (8.02, 6.48, 8.17)
H (10.62, 11.63, 13.03)
H (9.31, 5.89, 10.91)
H (5.74, 14.00, 13.07)
O (11.32, 10.35, 13.93)
C (7.75, 13.34, 12.87)
H (6.60, 8.05, 9.58)
C (11.87, 7.60, 14.84)
H (6.45, 6.33, 10.04)
H (10.09, 5.49, 9.38)
C (8.80, 8.48, 18.18)
O (9.19, 7.94, 8.92)
C (7.34, 6.54, 17.59)
H (11.28, 7.66, 7.54)
H (13.87, 9.04, 8.67)
H (10.06, 10.75, 15.97)
C (13.89, 9.18, 13.12)
C (6.41, 13.15, 13.14)


DFT (ωB97M-V/def2-TZVPD) results for a molecular structure, C20H23IN2OPSSr at a distorted geometry.

Molecular weight, Da: 585.0
Energy above the lowest of the compared OMol25 structures with the same formula, charge and spin, eV: 0.976
Net charge: +1
LUMO, eV: -2.7
Frontier orbital gap, hartree: 0.278

Atoms and positions in Å:
H (3.09, 1.62, 1.40)
N (0.86, -0.90, -1.46)
H (0.00, -6.56, 0.94)
H (-0.37, 2.76, 4.43)
H (-5.06, 0.54, -0.66)
C (0.05, 2.99, 3.43)
Sr (1.09, 3.03, -0.28)
H (-1.48, 5.48, 3.09)
H (4.12, 4.08, -0.30)
H (-5.49, -0.56, -2.83)
H (-3.74, -1.90, -3.92)
H (-2.08, -5.40, 1.43)
N (2.02, 0.46, 0.06)
H (5.34, -0.51, -1.72)
H (1.50, -5.66, -0.82)
C (-2.20, 4.64, 2.83)
C (4.46, 0.61, 0.04)
H (-2.36, -2.92, 0.60)
H (0.70, 3.89, 3.54)
C (3.25, -0.98, -1.48)
C (-4.53, -0.71, -2.36)
H (3.31, -1.62, -2.35)
C (0.68, -3.67, -0.67)
I (2.23, 5.88, -1.44)
H (-1.51, -2.02, -3.00)
C (4.46, -0.30, -1.08)
P (-0.44, -1.17, -0.33)
C (-1.51, -3.58, 0.39)
H (-2.88, 4.94, 2.04)
C (-3.05, -0.22, -0.51)
H (3.47, 5.12, 0.90)
C (-2.28, -1.46, -2.47)
H (0.91, -1.37, -2.33)
H (1.59, -3.22, -1.04)
H (-2.69, 4.35, 3.75)
C (3.20, 0.94, 0.55)
C (-4.27, -0.13, -1.12)
C (2.05, -0.49, -0.95)
H (-2.84, 0.22, 0.44)
C (0.64, -5.11, -0.43)
C (3.19, 4.48, 0.06)
C (-1.41, -4.91, 0.73)
C (-2.05, -0.96, -1.21)
O (-0.52, 3.80, 1.08)
S (-1.25, 3.20, 2.33)
C (-3.55, -1.42, -3.00)
H (0.68, 2.15, 3.09)
C (-0.23, -5.62, 0.43)
H (5.34, 1.12, 0.42)
C (-0.40, -2.91, -0.23)


DFT (ωB97M-V/def2-TZVPD) results for a single C5H7N molecule at a distorted geometry.

Molecular weight, Da: 81.1
Spin multiplicity: 3
Energy above the lowest of the compared OMol25 structures with the same formula, charge and spin, eV: 1.703
Expectation value of S²: 2.015
LUMO (alpha / beta), eV: 1.2 / -2.3
Frontier orbital gap (alpha / beta), hartree: 0.245 / 0.254

Atoms and positions in Å:
C (-0.41, 0.37, -0.95)
N (-0.08, 0.84, 0.16)
C (-0.54, -1.12, -0.97)
H (-0.22, -2.29, 2.07)
C (0.27, 2.24, 0.32)
C (0.38, -2.37, 1.12)
H (-0.50, 0.99, -1.98)
C (-0.09, -1.81, 0.06)
H (-1.15, -1.61, -1.79)
H (0.38, 2.51, 1.34)
H (1.24, 2.33, -0.22)
H (-0.47, 2.97, -0.23)
H (1.19, -3.05, 1.08)


DFT (ωB97M-V/def2-TZVPD) results for a single C15H26N2O3 molecule.

SMILES string: CCOCCCNC(=O)[C@H]1CC(=O)N(C2CCCC2)C1
Molecular weight, Da: 282.4
Energy above the lowest of the compared OMol25 structures with the same formula, charge and spin, eV: 0.252
LUMO, eV: 0.8
Frontier orbital gap, hartree: 0.356

Atoms and positions in Å:
H (4.42, 1.90, -0.15)
H (4.88, -1.55, 1.48)
H (5.85, 1.57, -1.13)
C (0.28, 0.52, 0.72)
O (1.51, -2.68, -0.35)
C (-4.98, -2.66, -0.19)
C (5.08, 1.11, -0.52)
C (4.27, 0.06, -1.28)
N (-1.93, 1.45, 0.56)
H (1.77, 1.40, -0.56)
C (-3.79, -1.71, -0.28)
C (-0.65, 1.60, 0.16)
H (-5.62, 0.04, -0.31)
H (6.50, -0.27, 0.30)
O (-3.89, -0.62, 0.62)
C (-4.74, 0.44, 0.20)
C (-4.04, 1.46, -0.70)
C (3.66, -0.84, -0.19)
H (-0.66, -1.48, 0.81)
C (1.74, 0.75, 0.32)
C (4.51, -0.61, 1.07)
H (4.94, -0.53, -1.90)
H (-4.80, -3.53, -0.82)
C (-0.05, -0.87, 0.15)
H (-5.07, 0.93, 1.13)
C (5.66, 0.32, 0.65)
H (-3.67, -1.35, -1.31)
H (-3.56, 0.95, -1.53)
H (-0.55, -0.80, -0.82)
H (-5.90, -2.18, -0.52)
N (2.26, -0.57, 0.04)
C (1.31, -1.52, -0.09)
O (-0.27, 2.50, -0.56)
H (3.68, -1.89, -0.50)
H (2.31, 1.23, 1.12)
H (3.51, 0.49, -1.92)
H (-2.88, -2.24, 0.02)
C (-3.00, 2.28, 0.06)
H (0.17, 0.50, 1.81)
H (-4.79, 2.14, -1.11)
H (6.00, 0.95, 1.46)
H (-5.12, -2.99, 0.83)
H (-2.22, 0.62, 1.05)
H (-3.48, 2.79, 0.91)
H (3.91, -0.14, 1.85)
H (-2.55, 3.03, -0.59)


DFT (ωB97M-V/def2-TZVPD) results for 3 unconnected molecules or ions with the total composition C3H9NO at a distorted geometry.

Molecular weight, Da: 75.1
Energy above the lowest of the compared OMol25 structures with the same formula, charge and spin, eV: 7.985
LUMO, eV: -3.8
Frontier orbital gap, hartree: 0.157

Atoms and positions in Å:
H (-0.03, 0.52, 1.43)
H (-0.59, -0.83, 0.41)
H (2.31, 0.89, 1.47)
H (3.42, 0.68, 0.02)
O (-2.02, -1.05, -0.35)
C (1.44, -0.22, -0.11)
C (0.08, 0.08, 0.44)
H (-3.13, 1.08, -0.11)
H (-3.37, 1.68, -0.50)
H (-2.52, -1.86, -0.16)
H (0.71, -1.19, -1.56)
C (2.48, 0.46, 0.50)
N (1.63, -0.95, -1.18)
H (-0.41, 0.71, -0.30)


DFT (ωB97M-V/def2-TZVPD) results for a molecular structure, C4H9NO.

Molecular weight, Da: 87.1
Energy above the lowest of the compared OMol25 structures with the same formula, charge and spin, eV: 4.867
LUMO, eV: 1.1
Frontier orbital gap, hartree: 0.313

Atoms and positions in Å:
C (0.22, 0.68, -0.78)
H (-0.51, 1.58, 0.98)
H (0.34, -2.16, -0.42)
C (1.43, -0.16, -0.53)
H (0.45, -1.27, 1.15)
H (-2.35, -1.09, 0.49)
H (-1.18, 1.28, 1.22)
O (2.42, 0.33, 0.36)
H (1.95, 0.86, 1.02)
H (-2.57, 0.54, -0.42)
H (1.98, -0.52, -1.40)
H (-0.01, 1.57, -1.35)
N (-0.66, -0.24, -0.35)
C (0.41, -1.18, 0.06)
C (-1.93, -0.23, -0.01)


DFT (ωB97M-V/def2-TZVPD) results for a molecular structure, C30H38IrN4O at a distorted geometry.

Molecular weight, Da: 662.9
Spin multiplicity: 5
Energy above the lowest of the compared OMol25 structures with the same formula, charge and spin, eV: 0.024
Net charge: -1
Expectation value of S²: 6.034
LUMO (alpha / beta), eV: 2.5 / 0.9
Frontier orbital gap (alpha / beta), hartree: 0.091 / 0.203

Atoms and positions in Å:
C (1.15, -6.00, 2.78)
C (-1.90, 2.01, 1.36)
H (0.29, -6.56, 3.15)
H (3.80, 4.05, 0.13)
N (-0.49, -2.07, -1.06)
C (-3.31, -0.14, 1.71)
H (-3.07, -3.65, 1.35)
H (-3.30, 3.62, 1.43)
H (-3.56, -0.38, 0.67)
H (-2.52, 3.38, -0.14)
H (-1.19, -1.85, 2.70)
Ir (-0.59, 0.75, 0.21)
H (2.73, -4.49, 1.18)
C (-0.75, 1.99, -4.06)
N (-0.87, -0.21, -2.17)
H (1.64, -5.53, 3.64)
H (-2.75, -2.57, -0.02)
C (0.53, 4.01, -4.13)
H (2.18, 1.96, 2.10)
C (3.13, 3.81, -0.70)
H (-1.40, -5.27, 2.14)
H (-0.30, 4.12, 0.38)
H (1.58, 1.64, 3.74)
N (-0.40, 3.26, -2.04)
C (-0.42, -0.71, -0.98)
H (1.07, 3.77, 1.47)
C (-0.55, 2.42, 1.63)
C (0.28, 4.16, -2.76)
H (-1.19, -3.44, -2.57)
C (-0.02, 3.79, 1.39)
C (-1.06, -3.76, 0.63)
C (-2.94, 2.86, 0.73)
H (-1.72, -1.09, -3.94)
H (3.30, -2.90, -0.40)
H (4.98, 2.26, -1.41)
H (0.64, 5.05, -2.23)
H (1.13, 4.75, -4.64)
C (-2.52, -3.56, 0.40)
C (-0.42, -1.10, 2.92)
H (-3.21, -1.08, 2.27)
C (-0.77, 0.21, 2.31)
C (-1.38, 1.09, -1.84)
H (-4.13, 0.44, 2.13)
H (4.15, 0.73, -1.41)
H (1.87, -6.70, 2.34)
C (-0.05, 2.93, -4.80)
C (1.67, -4.27, 1.04)
H (-2.49, 1.14, -1.81)
H (2.24, -1.50, -0.63)
H (-0.31, -1.03, 4.01)
H (2.21, -2.85, -1.79)
H (-0.42, 4.49, 2.13)
C (2.99, 2.32, -0.87)
O (1.96, 1.65, -0.70)
H (1.97, 0.29, 2.67)
H (3.54, 4.26, -1.62)
C (-2.04, 0.64, 1.79)
C (0.15, 1.31, 2.20)
C (1.55, 1.30, 2.70)
C (-0.80, 2.16, -2.66)
H (-1.27, 1.13, -4.48)
C (-0.08, -3.03, -0.05)
H (-2.93, -4.32, -0.27)
C (2.30, -2.59, -0.73)
C (-1.03, -2.41, -2.30)
C (-0.64, -4.71, 1.57)
H (2.15, 4.25, -0.51)
C (1.28, -3.29, 0.11)
H (0.53, -1.46, 2.52)
C (0.71, -4.97, 1.79)
N (4.14, 1.73, -1.26)
C (-1.32, -1.27, -2.96)
H (-3.79, 2.25, 0.41)
H (0.05, 2.80, -5.88)